# 1
Here is a structure of composition C2H4N2O2S from the OMol25 dataset. Energies are from ωB97M-V/def2-TZVPD.

Element x y z (Å)
C -0.5784 -0.0063 0.0170
C 0.7203 -0.6953 0.1935
H -1.5833 -1.7000 0.3881
H -2.3630 -0.2166 -0.5413
H -0.1491 2.8218 -0.2702
H 3.0609 -0.8224 -0.1272
N -1.5349 -0.9159 -0.4900
N -0.8777 1.2090 0.0409
O 0.2435 1.9694 0.5067
O 0.7726 -1.8991 0.5469
S 2.2890 0.2555 -0.2644

The HOMO-LUMO gap is 9.37 eV. For the highest occupied orbital energy, the calculation gives -0.3554 hartree. As for the energy above the lowest of the compared OMol25 structures with the same formula, charge and spin: 4.249 eV.

=====

# 2
Here is an isolated molecule of C3H7NO2 from the OMol25 dataset. Energies are from ωB97M-V/def2-TZVPD.

Element x y z (Å)
C -0.5202 -1.8704 -1.8236
N -0.8464 -0.9153 -0.7372
C 0.4555 -0.5140 0.1245
C 0.4763 0.8724 0.8006
O 1.3178 1.4120 1.4681
O -0.6992 1.4614 0.5169
H -0.1193 -1.4128 -2.7490
H 0.1577 -2.6109 -1.5517
H -1.3333 -2.5433 -2.0211
H -1.5340 -1.3427 -0.0785
H 0.5388 -1.3389 0.9599
H 1.3171 -0.6714 -0.5681
H -0.5201 2.4117 0.6795

The HOMO-LUMO gap is 9.94 eV. For the highest occupied orbital energy, the calculation gives -0.3366 hartree. As for the energy above the lowest of the compared OMol25 structures with the same formula, charge and spin: 1.914 eV. Its SMILES is CNCC(=O)O.

=====

# 3
Here is an isolated molecule of C3H3N3O from the OMol25 dataset. Energies are from ωB97M-V/def2-TZVPD.

Element x y z (Å)
O -2.5216 -0.4064 -0.4286
C -1.4002 -0.4091 -0.0283
C -0.6254 0.7826 0.2641
C 0.6489 0.7042 0.0356
N 1.2767 -0.4314 -0.3525
N 0.7262 -1.5176 -0.0504
N -0.6124 -1.6359 0.4887
H -1.0135 1.7412 0.7184
H 1.2901 1.6925 -0.0075
H 2.2312 -0.5202 -0.6396

The HOMO-LUMO gap is 9.33 eV. For the highest occupied orbital energy, the calculation gives -0.3433 hartree. As for the energy above the lowest of the compared OMol25 structures with the same formula, charge and spin: 3.945 eV. Its SMILES is O=c1cc[nH]nn1.